# 1
{"formula": "C66H154N22O22", "method": "wB97M-V/def2-TZVPD", "species": ["C", "O", "N", "C", "C", "H", "H", "H", "H", "H", "H", "H", "C", "O", "N", "C", "C", "H", "H", "H", "H", "H", "H", "H", "C", "O", "N", "C", "C", "H", "H", "H", "H", "H", "H", "H", "C", "O", "N", "C", "C", "H", "H", "H", "H", "H", "H", "H", "C", "O", "N", "C", "C", "H", "H", "H", "H", "H", "H", "H", "C", "O", "N", "C", "C", "H", "H", "H", "H", "H", "H", "H", "C", "O", "N", "C", "C", "H", "H", "H", "H", "H", "H", "H", "C", "O", "N", "C", "C", "H", "H", "H", "H", "H", "H", "H", "C", "O", "N", "C", "C", "H", "H", "H", "H", "H", "H", "H", "C", "O", "N", "C", "C", "H", "H", "H", "H", "H", "H", "H", "C", "O", "N", "C", "C", "H", "H", "H", "H", "H", "H", "H", "C", "O", "N", "C", "C", "H", "H", "H", "H", "H", "H", "H", "C", "O", "N", "C", "C", "H", "H", "H", "H", "H", "H", "H", "C", "O", "N", "C", "C", "H", "H", "H", "H", "H", "H", "H", "C", "O", "N", "C", "C", "H", "H", "H", "H", "H", "H", "H", "C", "O", "N", "C", "C", "H", "H", "H", "H", "H", "H", "H", "C", "O", "N", "C", "C", "H", "H", "H", "H", "H", "H", "H", "C", "O", "N", "C", "C", "H", "H", "H", "H", "H", "H", "H", "C", "O", "N", "C", "C", "H", "H", "H", "H", "H", "H", "H", "C", "O", "N", "C", "C", "H", "H", "H", "H", "H", "H", "H", "C", "O", "N", "C", "C", "H", "H", "H", "H", "H", "H", "H", "C", "O", "N", "C", "C", "H", "H", "H", "H", "H", "H", "H"], "positions_angstrom": [[-7.433, -1.952, -2.894], [-6.847, -2.136, -3.959], [-8.448, -1.121, -2.597], [-9.126, -1.378, -1.347], [-9.013, -0.291, -3.599], [-7.164, -2.568, -2.019], [-9.393, -0.408, -0.811], [-8.510, -1.954, -0.690], [-10.067, -1.866, -1.467], [-10.071, -0.517, -3.819], [-8.915, 0.755, -3.378], [-8.377, -0.371, -4.505], [-2.469, -0.781, 9.675], [-1.939, -0.871, 10.791], [-2.006, -1.370, 8.586], [-2.495, -1.003, 7.250], [-0.879, -2.270, 8.726], [-3.325, -0.166, 9.378], [-2.181, 0.020, 6.959], [-3.551, -0.876, 7.403], [-2.312, -1.710, 6.449], [-0.084, -1.848, 8.126], [-0.616, -2.292, 9.760], [-1.084, -3.274, 8.268], [-0.950, -3.128, -5.735], [-1.312, -2.047, -5.363], [-0.893, -4.258, -4.996], [-0.654, -5.536, -5.637], [-1.549, -4.279, -3.724], [-0.653, -3.281, -6.780], [-0.169, -6.310, -4.984], [0.125, -5.387, -6.454], [-1.569, -5.986, -5.982], [-1.509, -3.370, -3.199], [-2.616, -4.628, -3.834], [-1.023, -4.962, -3.072], [5.282, 4.176, -7.364], [4.580, 4.266, -8.370], [5.414, 3.079, -6.619], [6.392, 3.090, -5.604], [4.960, 1.826, -7.143], [5.735, 5.082, -6.948], [6.572, 4.171, -5.418], [7.356, 2.661, -5.750], [6.080, 2.600, -4.710], [5.253, 0.959, -6.590], [3.869, 1.891, -7.149], [5.277, 1.663, -8.167], [3.119, 5.990, -5.050], [3.237, 7.228, -5.135], [2.829, 5.350, -3.930], [2.602, 3.895, -4.033], [2.497, 6.047, -2.693], [3.154, 5.318, -5.963], [2.872, 3.687, -5.088], [1.551, 3.690, -3.827], [3.313, 3.349, -3.389], [2.169, 7.079, -2.802], [1.742, 5.516, -2.122], [3.386, 6.045, -2.072], [-1.525, 5.270, -3.236], [-1.838, 6.435, -3.432], [-2.356, 4.269, -3.004], [-1.765, 2.986, -2.841], [-3.812, 4.383, -3.115], [-0.478, 4.984, -3.279], [-2.303, 2.311, -3.550], [-1.856, 2.647, -1.831], [-0.766, 3.007, -3.155], [-4.299, 5.060, -2.397], [-4.157, 4.852, -4.009], [-4.227, 3.402, -2.988], [-0.811, -5.681, 0.274], [-1.863, -5.948, -0.299], [-0.270, -4.419, 0.447], [0.990, -4.174, 1.185], [-0.932, -3.358, -0.287], [-0.192, -6.424, 0.844], [1.816, -3.736, 0.583], [1.249, -5.168, 1.521], [0.883, -3.498, 1.986], [-1.937, -3.617, -0.538], [-0.881, -2.405, 0.290], [-0.382, -3.048, -1.180], [4.355, -1.825, -1.508], [3.769, -2.710, -0.755], [4.716, -0.579, -1.178], [5.643, 0.160, -2.044], [4.491, 0.008, 0.141], [4.482, -1.995, -2.578], [5.800, -0.384, -2.926], [6.628, 0.185, -1.483], [5.239, 1.126, -2.214], [3.912, 0.922, 0.067], [3.924, -0.688, 0.715], [5.429, 0.132, 0.626], [1.507, 1.367, 4.437], [2.258, 1.853, 3.580], [1.487, 1.623, 5.728], [0.632, 0.980, 6.682], [2.325, 2.678, 6.234], [0.787, 0.562, 4.190], [1.213, 0.757, 7.584], [0.191, 0.026, 6.251], [-0.204, 1.662, 6.886], [3.001, 2.321, 7.048], [2.947, 3.040, 5.389], [1.765, 3.566, 6.628], [-2.364, -0.094, -3.131], [-1.779, -0.446, -2.105], [-3.690, -0.284, -3.265], [-4.387, -0.898, -2.198], [-4.269, -0.140, -4.625], [-1.943, 0.332, -4.100], [-5.480, -0.836, -2.437], [-4.279, -0.341, -1.296], [-4.000, -1.926, -2.113], [-5.123, 0.545, -4.572], [-3.484, 0.219, -5.225], [-4.666, -1.053, -4.997], [5.929, 1.072, 5.909], [5.704, 1.997, 5.105], [5.535, -0.212, 5.862], [6.110, -1.205, 6.629], [4.720, -0.587, 4.769], [6.493, 1.284, 6.853], [5.439, -1.811, 7.302], [6.947, -0.718, 7.136], [6.642, -1.887, 5.905], [4.053, 0.228, 4.541], [5.262, -1.044, 3.941], [4.106, -1.436, 5.056], [-0.266, 4.066, 0.514], [-0.044, 4.480, -0.596], [-1.284, 4.360, 1.345], [-1.431, 3.750, 2.629], [-2.302, 5.268, 0.829], [0.464, 3.354, 0.971], [-0.433, 3.389, 2.840], [-2.171, 2.936, 2.676], [-1.802, 4.486, 3.377], [-3.367, 4.911, 0.899], [-2.283, 6.316, 1.158], [-2.156, 5.464, -0.219], [-4.337, 1.676, 0.014], [-3.972, 2.615, -0.738], [-5.594, 1.189, -0.019], [-5.990, 0.154, 0.888], [-6.460, 1.667, -1.116], [-3.605, 1.323, 0.712], [-6.946, 0.282, 1.404], [-5.147, 0.096, 1.620], [-5.996, -0.851, 0.362], [-6.832, 2.743, -0.989], [-6.009, 1.571, -2.055], [-7.332, 1.004, -1.104], [-6.785, -3.690, 1.313], [-7.203, -3.814, 0.147], [-5.537, -3.662, 1.691], [-4.576, -3.827, 0.656], [-5.208, -3.516, 3.097], [-7.490, -3.657, 2.196], [-3.998, -4.756, 0.631], [-3.809, -2.944, 0.704], [-5.061, -3.692, -0.303], [-4.994, -4.535, 3.504], [-4.477, -2.779, 3.310], [-6.075, -3.167, 3.554], [-1.194, 0.752, 0.787], [-1.823, 0.742, 1.827], [0.040, 0.213, 0.589], [0.879, 0.710, -0.506], [0.694, -0.475, 1.677], [-1.538, 1.175, -0.134], [1.670, -0.055, -0.589], [1.339, 1.658, -0.262], [0.252, 0.855, -1.410], [-0.044, -0.634, 2.458], [1.117, -1.349, 1.218], [1.522, 0.129, 2.091], [5.051, -4.177, 3.262], [4.754, -4.565, 4.368], [6.286, -3.792, 2.870], [6.558, -3.537, 1.416], [7.352, -4.159, 3.782], [4.354, -4.071, 2.448], [7.230, -2.651, 1.306], [5.596, -3.357, 0.986], [7.037, -4.435, 0.995], [8.275, -3.853, 3.283], [7.324, -3.596, 4.729], [7.296, -5.215, 4.022], [0.137, -2.727, 4.887], [-0.661, -1.816, 5.059], [-0.139, -3.925, 4.328], [0.898, -4.934, 4.469], [-1.526, -4.238, 4.093], [1.149, -2.695, 5.238], [1.005, -5.232, 5.499], [1.861, -4.499, 4.116], [0.755, -5.819, 3.837], [-1.709, -5.265, 3.942], [-2.166, -3.901, 4.915], [-1.910, -3.667, 3.232], [2.077, -7.553, 0.229], [2.105, -7.582, 1.465], [2.905, -6.960, -0.617], [2.514, -6.899, -1.991], [4.176, -6.405, -0.175], [1.201, -8.020, -0.272], [2.234, -5.912, -2.270], [1.703, -7.590, -2.190], [3.308, -7.190, -2.725], [4.296, -5.406, -0.489], [4.195, -6.473, 0.893], [4.976, -7.147, -0.405], [-4.275, 2.588, 6.747], [-3.287, 2.139, 7.283], [-4.795, 2.211, 5.549], [-5.981, 2.827, 4.936], [-4.055, 1.323, 4.685], [-4.810, 3.432, 7.243], [-6.557, 1.982, 4.643], [-5.736, 3.442, 4.053], [-6.520, 3.440, 5.662], [-3.220, 1.093, 5.308], [-4.620, 0.394, 4.476], [-3.674, 1.720, 3.712], [5.129, 4.151, -0.716], [4.690, 3.034, -0.930], [4.818, 4.819, 0.409], [5.109, 6.228, 0.619], [3.856, 4.179, 1.214], [5.832, 4.704, -1.338], [4.233, 6.836, 0.855], [5.517, 6.574, -0.313], [5.893, 6.288, 1.372], [2.902, 4.170, 0.626], [4.092, 3.071, 1.352], [3.695, 4.678, 2.176], [3.560, -1.488, -5.171], [4.557, -1.052, -5.765], [2.683, -0.757, -4.501], [1.460, -1.248, -3.855], [2.748, 0.747, -4.446], [3.390, -2.570, -5.120], [1.340, -2.333, -3.872], [0.567, -0.789, -4.345], [1.394, -1.008, -2.753], [2.826, 1.029, -3.410], [3.568, 1.128, -4.963], [1.848, 1.232, -4.771], [-1.363, 3.173, -6.281], [-0.303, 2.596, -5.982], [-1.512, 4.527, -6.349], [-2.682, 5.151, -6.898], [-0.301, 5.325, -6.264], [-2.341, 2.618, -6.601], [-3.578, 4.678, -6.544], [-2.581, 5.245, -7.946], [-2.693, 6.142, -6.381], [-0.536, 6.300, -5.758], [0.423, 4.771, -5.661], [0.159, 5.676, -7.197]], "mulliken_charge": [0.03, -0.65, 0.32, -0.70, -1.00, 0.41, 0.29, 0.07, 0.33, 0.33, 0.31, 0.31, 0.20, -0.66, 0.11, -0.38, -0.73, 0.26, 0.03, 0.51, -0.09, 0.17, 0.40, 0.21, -0.16, -0.51, 0.47, -0.88, -0.61, 0.47, 0.17, 0.35, 0.36, -0.42, 0.32, 0.51, 0.00, -0.62, 0.36, -0.63, -1.18, 0.35, 0.27, 0.38, 0.02, 0.53, 0.23, 0.41, 0.23, -0.73, 0.50, 0.12, -0.82, 0.31, -0.04, -0.51, 0.05, 0.40, 0.10, 0.31, -0.58, -0.76, 1.38, -1.24, -1.09, 0.93, 0.57, -0.08, 0.20, 0.34, 0.32, 0.20, -0.24, -0.59, 1.09, -0.30, -0.32, 0.44, 0.11, 0.09, -0.27, 0.29, -0.59, 0.04, -0.19, -0.57, 0.78, -0.97, -0.92, 0.28, 0.42, 0.36, 0.06, -0.17, 0.25, 0.67, 0.47, -0.66, 0.54, -0.32, -1.03, 0.09, 0.35, -0.41, 0.33, 0.30, 0.24, 0.29, -1.14, 0.01, 1.47, 1.08, -1.23, 0.48, -1.22, -0.76, 0.34, 0.28, 0.41, 0.39, -0.04, -0.50, 0.38, -0.70, -0.61, 0.23, 0.23, 0.38, 0.11, -0.06, 0.23, 0.35, 0.02, -0.57, 0.44, -0.93, -0.57, 0.18, 0.18, 0.06, 0.39, 0.19, 0.35, -0.07, 0.29, -0.58, 0.35, -0.43, -0.63, 0.22, 0.45, -0.14, 0.14, 0.31, 0.08, 0.08, 0.01, -0.61, 0.39, -0.59, -0.96, 0.30, 0.43, -0.12, 0.19, 0.27, 0.27, 0.44, 0.26, -0.78, 2.08, 0.69, -0.97, -0.71, -0.90, 0.16, -0.59, 0.11, -0.05, 0.47, 0.26, -0.70, 0.32, -0.51, -0.90, 0.22, 0.32, -0.10, 0.35, 0.38, 0.06, 0.34, -0.75, -0.34, 0.56, -1.29, -1.09, 0.70, 0.39, 0.50, 0.34, 0.53, 0.29, 0.15, 0.03, -0.61, 0.34, -1.03, -1.11, 0.38, 0.34, 0.40, 0.33, 0.33, 0.34, 0.33, -0.02, -0.44, 0.27, -0.86, 0.62, 0.24, 0.31, 0.25, 0.31, -0.60, 0.25, -0.30, -0.32, -0.34, 0.35, -1.05, -0.72, 0.41, 0.34, 0.38, 0.36, 0.12, 0.09, 0.42, -0.07, -0.61, 0.78, -0.61, -0.80, 0.39, 0.33, 0.29, -0.31, 0.16, -0.33, 0.58, -0.06, -0.58, 0.57, -1.14, -0.73, 0.21, 0.39, 0.33, 0.33, 0.34, -0.11, 0.46], "de_lowest_kj_mol": 1217.4, "total_energy_ev": -148764.5771, "orbital_gap_ev": 8.737}

---

# 2
{"formula": "C31H36O2PRuS2Sb2", "method": "wB97M-V/def2-TZVPD", "species": ["Ru", "C", "C", "C", "Sb", "C", "C", "C", "C", "C", "C", "C", "C", "C", "C", "C", "C", "Sb", "C", "C", "C", "C", "C", "C", "C", "C", "C", "C", "C", "C", "H", "H", "H", "H", "H", "H", "H", "H", "H", "H", "H", "H", "H", "H", "H", "H", "H", "H", "H", "H", "H", "H", "H", "H", "H", "H", "C", "C", "O", "P", "S", "S", "O", "C", "C", "H", "H", "H", "H", "H", "H", "H", "H", "H", "H"], "positions_angstrom": [[-0.227, -1.300, 0.154], [0.237, -0.160, 3.469], [1.071, 1.061, 3.102], [1.879, 0.996, 1.802], [0.663, 1.097, 0.072], [-0.406, 2.898, 0.260], [-1.460, 3.243, -0.582], [-2.034, 4.502, -0.487], [-1.551, 5.420, 0.434], [-0.473, 5.096, 1.241], [0.111, 3.838, 1.151], [1.878, 1.471, -1.586], [1.328, 2.065, -2.717], [2.140, 2.320, -3.813], [3.486, 1.988, -3.771], [4.032, 1.400, -2.637], [3.227, 1.130, -1.541], [-1.633, -1.053, 2.729], [-2.185, -0.813, 0.352], [-2.812, 0.381, -0.028], [-3.550, 0.427, -1.199], [-3.647, -0.684, -2.039], [-3.041, -1.883, -1.690], [-2.347, -1.958, -0.489], [-2.932, 0.585, 3.068], [-4.273, 0.247, 3.259], [-5.211, 1.239, 3.510], [-4.814, 2.567, 3.571], [-3.480, 2.908, 3.383], [-2.540, 1.920, 3.131], [-0.140, -0.004, 4.488], [0.885, -1.039, 3.522], [1.804, 1.188, 3.904], [0.459, 1.960, 3.131], [2.461, 0.076, 1.736], [2.576, 1.833, 1.722], [-1.832, 2.548, -1.322], [-2.854, 4.770, -1.141], [-2.003, 6.401, 0.506], [-0.073, 5.822, 1.936], [0.973, 3.621, 1.768], [0.282, 2.347, -2.748], [1.724, 2.786, -4.696], [4.118, 2.197, -4.624], [5.086, 1.159, -2.607], [3.658, 0.669, -0.659], [-2.751, 1.248, 0.616], [-4.055, 1.346, -1.470], [-4.208, -0.614, -2.961], [-3.146, -2.762, -2.311], [-2.042, -2.944, -0.132], [-4.592, -0.789, 3.222], [-6.248, 0.974, 3.665], [-5.545, 3.337, 3.775], [-3.172, 3.944, 3.439], [-1.508, 2.202, 2.980], [1.500, -6.944, -1.445], [0.882, -5.701, -2.023], [0.657, -4.705, -0.946], [1.590, -3.494, -0.681], [1.163, -2.813, 1.175], [1.128, -1.820, -1.714], [3.033, -4.013, -0.917], [4.245, -3.174, -0.930], [4.699, -2.964, -2.349], [1.636, -7.674, -2.243], [0.854, -7.382, -0.686], [2.475, -6.734, -1.008], [-0.112, -5.875, -2.425], [1.502, -5.242, -2.792], [4.962, -3.734, -0.337], [4.012, -2.238, -0.420], [4.898, -3.916, -2.838], [5.625, -2.388, -2.341], [3.957, -2.412, -2.926]], "mulliken_charge": [-0.06, -1.48, -0.19, -1.43, 1.70, 1.10, -0.57, -0.89, -0.71, -0.77, -0.59, 0.76, -0.56, -0.71, -0.55, -0.73, -0.44, 0.91, -1.06, 0.16, -0.72, -0.72, -0.91, 0.43, -0.15, -0.55, -0.67, -0.57, -0.62, 0.43, 0.59, 0.53, 0.52, 0.10, 0.54, 0.67, 0.54, 0.46, 0.45, 0.47, 0.31, 0.28, 0.44, 0.43, 0.46, 0.33, 0.80, 0.52, 0.46, 0.51, 0.58, 0.42, 0.43, 0.42, 0.48, 0.20, -1.08, -0.29, -0.24, 0.98, -0.56, -0.34, -0.20, -0.05, -1.06, 0.38, 0.33, 0.28, 0.35, 0.33, 0.31, 0.07, 0.34, 0.41, 0.24], "de_lowest_kj_mol": 6.5, "total_energy_ev": -83428.1563, "charge": 2, "spin_multiplicity": 2, "orbital_gap_ev": [6.241, 6.223], "s_squared": 0.7689}